[1]
# C47H25BrGaN8O2

A structure of composition C47H25BrGaN8O2 (ωB97M-V/def2-TZVPD, the Open Molecules 2025 dataset).

Results
frontier orbital gap (alpha / beta)	4.98 / 4.85	eV
ΔE to the lowest compared entry with this formula, charge and spin	33.7	kJ/mol
2S+1	1
net charge	-1
LUMO energy (alpha / beta)	1.092 / 1.027	eV

XYZ file:
```
84
Properties=species:S:1:pos:R:3:forces:R:3
Ga 0.364474 0.107158 -0.310247 0.40 -0.01 0.02
C 4.614991 4.717023 1.586248 0.06 0.07 -0.10
C 4.289379 4.293123 2.874180 0.01 -0.04 0.16
C 3.362676 3.285808 3.088699 0.01 -0.01 0.03
C 2.762881 2.708645 1.980542 0.39 0.37 -0.45
C 1.800227 1.632880 1.820187 -0.07 -0.07 0.07
N 1.559124 1.466967 0.496414 0.11 0.15 -0.05
C 2.236027 2.390626 -0.222872 -0.14 0.02 0.19
N 2.072251 2.705495 -1.488209 0.22 0.27 -0.14
C 1.239850 2.087738 -2.295762 -0.03 -0.06 -0.20
C 0.721856 2.695117 -3.510462 -0.37 -0.33 -0.45
C 0.813194 3.978839 -4.019287 0.05 -0.09 0.03
C 0.013609 4.297387 -5.104258 0.17 0.11 0.04
C -0.813878 3.346180 -5.696248 -0.13 -0.11 -0.10
C -0.891646 2.052576 -5.205192 -0.03 -0.03 0.02
C -0.143031 1.744224 -4.081819 0.38 0.57 0.03
C -0.152998 0.609983 -3.170186 0.21 0.15 0.03
N -0.904065 -0.454562 -3.339616 -0.13 -0.17 -0.48
C -1.213022 -1.288873 -2.369846 -0.07 0.13 0.23
N -1.041175 -1.082706 -1.047500 -0.26 -0.14 -0.20
C -1.600910 -2.091129 -0.342020 -0.05 -0.02 0.16
N -1.652286 -2.236705 0.963056 -0.23 -0.42 -0.24
C -1.011681 -1.468301 1.818935 0.12 0.20 0.26
N -0.160409 -0.451751 1.543819 -0.14 -0.08 0.32
C 0.375580 0.020393 2.693832 -0.23 -0.26 0.00
N 1.268798 0.979526 2.830418 0.34 0.31 0.16
C -0.171917 -0.729092 3.813210 -0.42 -0.43 -0.21
C 0.047267 -0.693678 5.181129 0.04 0.04 0.00
C -0.619687 -1.613777 5.969920 0.13 0.21 0.10
C -1.511981 -2.532204 5.418488 -0.15 -0.14 -0.09
C -1.754535 -2.564959 4.057258 -0.02 0.02 -0.04
C -1.063183 -1.668302 3.256667 0.37 0.36 0.21
C -2.148640 -3.060770 -1.274023 0.01 -0.04 -0.62
C -2.725268 -4.306021 -1.089843 0.06 0.07 0.05
C -3.017136 -5.055958 -2.216231 -0.06 -0.06 0.15
C -2.755407 -4.565750 -3.493414 -0.01 0.03 -0.17
C -2.200871 -3.311796 -3.684973 -0.01 0.12 0.00
C -1.895444 -2.557304 -2.564406 -0.19 -0.52 0.49
N 0.688553 0.863399 -2.140538 -0.13 0.25 -0.07
C 3.063974 3.165895 0.682548 0.11 -0.06 0.72
C 3.998911 4.166046 0.475886 -0.07 0.02 -0.03
H 5.365822 5.487107 1.461145 -0.03 0.03 -0.03
H 4.780361 4.759899 3.719556 -0.01 -0.03 0.01
H 3.118120 2.953736 4.086463 -0.04 -0.06 0.07
H 1.454132 4.710036 -3.549963 0.01 0.06 0.06
H 0.015492 5.308524 -5.488489 0.03 0.03 -0.05
H -1.433273 3.639092 -6.533711 0.01 -0.03 -0.07
H -1.535862 1.312904 -5.657156 -0.12 -0.03 0.02
H 0.721758 0.030775 5.609704 0.10 0.07 0.05
H -0.451897 -1.612341 7.037854 -0.01 -0.01 0.08
H -2.020592 -3.229901 6.068873 -0.05 -0.04 0.05
H -2.462810 -3.254068 3.620862 0.01 -0.10 -0.03
H -2.896942 -4.677298 -0.091191 -0.04 -0.07 0.08
H -3.440301 -6.045305 -2.107679 -0.03 -0.04 0.02
H -2.976256 -5.185348 -4.351031 -0.04 -0.03 -0.07
H -1.993767 -2.934586 -4.673500 0.05 0.05 -0.14
H 4.229258 4.496469 -0.524663 0.04 0.05 -0.12
Br -3.711825 1.496104 4.390921 0.02 0.07 -0.04
C -3.287462 2.734682 3.003041 -0.13 -0.01 0.21
C -3.779141 4.026795 3.066715 -0.07 -0.06 0.09
C -3.448219 4.916177 2.056851 0.03 0.07 0.00
C -2.650569 4.509303 1.000879 0.09 -0.11 -0.14
C -2.190549 3.200180 0.937283 0.04 -0.01 -0.11
C -2.503224 2.308828 1.954824 0.04 -0.07 0.02
C -1.364267 2.708362 -0.246828 -0.20 -0.02 0.26
O -1.073898 3.479304 -1.147885 0.12 0.43 -0.21
O -1.077319 1.470862 -0.179497 -0.48 -0.05 0.22
H -4.417091 4.325848 3.884042 -0.01 0.04 0.09
H -3.817753 5.932361 2.099361 -0.02 0.03 0.01
H -2.376447 5.185837 0.204365 0.00 0.02 -0.07
H -2.136633 1.293930 1.914088 0.02 -0.02 -0.08
C 1.640114 -1.426149 -0.501182 0.19 -0.47 0.07
C 1.921417 -2.601112 -0.639291 0.17 0.63 0.09
C 2.245831 -3.962633 -0.847503 -0.03 -0.43 -0.09
C 2.105375 -4.899268 0.179853 0.00 0.04 0.01
C 2.355862 -6.236352 -0.057407 0.03 -0.19 0.04
C 2.750134 -6.664784 -1.315035 0.03 -0.12 -0.01
C 2.901222 -5.741351 -2.336991 0.07 -0.15 -0.09
C 2.653545 -4.402821 -2.109292 0.01 0.04 0.00
H 1.788782 -4.567651 1.158845 -0.03 0.07 0.02
H 2.242261 -6.958191 0.740401 -0.03 -0.01 0.06
H 2.936733 -7.714272 -1.498576 0.02 -0.05 0.00
H 3.212939 -6.074570 -3.317897 0.01 0.01 -0.06
H 2.762483 -3.680502 -2.905644 -0.02 0.06 -0.02
```
Forces are in eV/Å.

***

[2]
# C47H32CrN12

A structure of composition C47H32CrN12 in a non-equilibrium geometry (ωB97M-V/def2-TZVPD, the Open Molecules 2025 dataset).

Results
frontier orbital gap (alpha / beta)	4.67 / 4.42	eV
2S+1	4
net charge	+1
LUMO energy (alpha / beta)	-3.939 / -4.132	eV

XYZ file:
```
92
Properties=species:S:1:pos:R:3:forces:R:3
Cr -0.480307 -0.007228 0.526334 -0.14 0.17 0.18
C -1.725007 6.101772 2.698734 -0.23 -0.08 -0.06
C -0.477707 5.985072 3.313734 0.15 -0.09 0.04
C 0.284193 4.835772 3.195834 -0.02 -0.02 -0.08
C -0.245707 3.785772 2.460334 -0.72 0.30 -0.31
C 0.257193 2.481972 2.096134 0.05 -0.21 -0.25
N 1.524893 2.138772 2.208434 0.32 0.52 0.16
C 1.965693 0.947172 1.894134 -0.30 -0.44 -0.07
C 3.313993 0.446372 2.095634 0.06 -0.69 -0.01
C 4.539593 1.057072 2.289334 0.00 -0.03 0.02
C 5.653893 0.240972 2.405934 -0.03 0.16 0.07
C 5.548493 -1.146828 2.382834 -0.12 -0.21 -0.03
C 4.320893 -1.769728 2.220134 -0.02 -0.01 0.08
C 3.209293 -0.961728 2.063534 0.17 0.54 0.03
C 1.798893 -1.246128 1.882334 -0.10 0.42 -0.08
N 1.177093 -2.326128 2.274634 0.30 -0.55 0.08
C -0.137407 -2.436928 2.252234 0.00 0.16 -0.15
N -1.008607 -1.639828 1.564634 0.16 -0.04 0.29
C -2.194707 -2.306328 1.454934 -0.23 0.13 -0.26
N -3.165307 -2.034128 0.595834 -0.26 -0.63 0.08
C -3.225407 -0.913028 -0.071566 0.33 0.37 0.03
N -2.366707 0.130572 0.137834 -1.38 0.18 0.04
C -3.010107 1.286072 -0.200666 0.14 -0.49 -0.02
N -2.735507 2.454172 0.313134 -0.05 0.68 0.13
C -1.745607 2.642472 1.173134 -0.27 -0.13 -0.32
N -0.717707 1.784272 1.430634 0.14 -0.03 0.22
C -1.512707 3.897572 1.848634 0.58 0.16 0.42
C -2.259507 5.063172 1.956234 0.04 -0.06 -0.06
C -4.167707 0.950172 -1.011266 -0.10 -0.56 -0.09
C -5.038807 1.711272 -1.773166 -0.05 -0.02 0.02
C -6.028607 1.046472 -2.480666 0.11 0.24 0.08
C -6.172307 -0.334728 -2.391766 0.02 -0.21 0.07
C -5.322307 -1.102428 -1.611866 -0.07 -0.02 0.04
C -4.304607 -0.455428 -0.932266 0.00 0.58 -0.10
C -2.163107 -3.483228 2.295934 0.66 -0.23 0.37
C -3.109007 -4.427828 2.669234 -0.01 -0.01 -0.02
C -2.701807 -5.450628 3.510434 -0.19 0.06 -0.13
C -1.386107 -5.547628 3.965934 0.21 0.02 0.03
C -0.438307 -4.603328 3.618434 -0.04 -0.02 -0.08
C -0.842807 -3.569728 2.788534 -0.69 -0.10 -0.15
N 1.154893 -0.091028 1.545434 0.99 -0.02 0.97
H -2.292807 7.014372 2.818434 0.02 0.03 -0.01
H -0.100607 6.810872 3.894534 0.06 0.13 0.07
H 1.255193 4.750272 3.653234 0.15 0.00 0.10
H 4.622593 2.129572 2.338934 0.03 0.19 -0.02
H 6.628393 0.684572 2.529134 0.12 0.10 0.04
H 6.437593 -1.748228 2.504334 0.06 -0.02 -0.04
H 4.229693 -2.845528 2.202334 0.01 -0.08 0.04
H -3.220907 5.142772 1.473234 -0.11 0.03 -0.02
H -4.935807 2.783272 -1.822366 0.01 0.14 -0.02
H -6.698207 1.606572 -3.115966 -0.08 0.06 0.00
H -6.969107 -0.815628 -2.937366 -0.06 -0.07 -0.09
H -5.438407 -2.171928 -1.552566 -0.03 -0.16 0.05
H -4.129907 -4.354328 2.330134 -0.11 -0.02 -0.08
H -3.421207 -6.192028 3.824834 -0.05 -0.06 0.01
H -1.102007 -6.373828 4.600934 -0.03 -0.04 0.08
H 0.579193 -4.650228 3.971134 0.12 -0.05 0.07
C -0.008507 3.256872 -2.378966 -0.02 -0.24 -0.38
C -0.219207 2.584272 -3.573766 0.06 0.17 0.51
C -0.350607 1.211472 -3.531866 0.03 -0.41 0.35
C -0.291107 0.535772 -2.310366 0.05 1.12 -0.33
N -0.102307 1.202172 -1.148766 0.05 -0.04 -0.79
C 0.066293 2.522672 -1.212166 -0.03 0.17 0.25
C -0.348307 -0.916028 -2.216866 -0.06 -1.04 0.01
C -0.470007 -1.734728 -3.343966 -0.13 0.24 0.26
C -0.416707 -3.107028 -3.212866 0.15 0.00 0.49
C -0.167607 -3.632928 -1.949766 -0.01 0.17 -0.43
C -0.080007 -2.766928 -0.878966 -0.04 -0.18 0.30
N -0.214707 -1.439628 -0.975266 0.15 -0.08 -1.09
H 0.087393 4.328472 -2.337466 0.11 0.12 0.00
H -0.261807 3.110572 -4.512866 -0.06 0.08 -0.11
H -0.496807 0.671672 -4.450266 -0.02 -0.10 -0.08
H 0.274093 3.036972 -0.286066 -0.03 -0.05 0.03
H -0.623907 -1.299828 -4.315566 0.00 0.06 -0.10
H -0.539607 -3.756228 -4.064066 0.00 -0.03 -0.15
H -0.052307 -4.694528 -1.798466 -0.02 -0.06 0.09
H 0.110993 -3.176828 0.101634 -0.07 0.09 0.03
C 3.968193 -1.848128 -4.125266 -0.06 -0.08 -0.07
C 3.589293 -0.913728 -3.037166 0.04 0.17 0.00
C 3.944293 0.397272 -2.823666 -0.09 -0.30 -0.01
C 3.258693 0.793872 -1.662166 -0.01 -0.37 -0.19
N 2.518393 -0.201828 -1.198166 0.02 0.20 0.49
N 2.731893 -1.230028 -2.038266 0.21 0.12 -0.26
C 3.342293 2.129072 -1.018366 -0.08 0.01 0.04
H 4.880693 -1.501128 -4.602066 0.03 -0.03 -0.04
H 3.186593 -1.890428 -4.884966 0.00 -0.05 -0.06
H 4.135393 -2.857128 -3.754566 0.04 -0.08 0.03
H 4.615493 0.995472 -3.402866 0.20 0.08 -0.23
H 2.311693 -2.125928 -1.845466 0.08 0.08 -0.03
H 2.909093 2.888972 -1.668866 0.02 0.10 0.02
H 4.384693 2.392072 -0.841266 0.01 0.05 0.04
H 2.818793 2.131872 -0.069066 -0.04 0.12 0.06
```
Forces are in eV/Å.

***

Electronic energy / Eh: -6893.63542 -3511.78899